(1)
Entry from the Open Molecules 2025 dataset: a structure of composition C25H21Cl5N4O5S2SiSr (the ωB97M-V functional and the def2-TZVPD basis).

Geometry as XYZ:
```
64
Properties=species:S:1:pos:R:3
Sr -0.101 0.071 0.726
Cl -0.103 0.303 -5.296
Cl 2.645 -0.374 -3.921
Cl -1.294 3.803 -1.371
Cl -2.040 2.357 -3.963
Cl 3.961 0.443 0.242
S -0.996 -0.575 3.896
S -0.686 -1.490 -1.705
Si -1.640 -4.447 -2.786
O 2.400 -1.374 1.760
O 5.524 0.356 -0.025
O -0.959 4.335 2.112
O -0.762 2.246 1.360
O 3.571 6.293 1.229
N 1.555 3.015 -0.187
N -1.679 -2.131 0.658
N 1.393 0.681 3.765
N -0.182 2.025 4.344
C 0.861 3.849 0.702
C 2.847 3.021 0.036
C 0.354 1.086 -3.808
C -2.629 -4.607 -0.103
C -2.396 -6.180 -2.889
C -0.511 1.999 -3.211
C 1.960 1.461 -2.017
C 2.402 -0.379 1.126
C 0.070 0.735 4.039
C -2.844 -4.144 1.196
C -0.390 3.461 1.445
C 0.968 2.780 4.176
C -1.489 -2.560 -0.613
C 2.892 5.112 1.004
C 1.519 5.001 1.122
C -2.518 -3.416 -4.080
C -1.950 -3.841 -1.033
C -0.164 2.618 -2.005
C 1.089 2.355 -1.432
C 1.559 0.849 -3.166
C 1.957 1.945 3.805
C 3.602 3.934 0.696
C -2.337 -2.904 1.521
C -1.506 2.576 4.569
C 0.179 -4.633 -3.178
H 0.950 3.852 4.258
H 0.690 -3.672 -3.128
H -2.115 -2.404 -4.110
H -2.450 -2.498 2.520
H -2.214 1.752 4.528
H 2.933 7.012 1.185
H -3.376 -4.733 1.932
H 0.304 -5.044 -4.184
H 2.973 2.137 3.509
H -1.937 -6.869 -2.175
H -1.718 3.296 3.777
H 1.829 -0.154 3.404
H -3.474 -6.169 -2.706
H 4.651 3.776 0.913
H -3.588 -3.355 -3.866
H -2.235 -6.586 -3.891
H -3.003 -5.587 -0.383
H -1.544 3.047 5.552
H -2.395 -3.872 -5.067
H 0.659 -5.314 -2.471
H 0.932 5.733 1.662
```

HOMO energy	-1.50	eV
LUMO	0.151	hartree
orbital gap	5.60	eV
energy relative to the best compared isomer or geometry (same formula, charge and spin)	228.22	kcal per mole
total charge	-2

---

(2)
Entry from the Open Molecules 2025 dataset: a structure of composition C32H57O5RuSi4Te (the ωB97M-V functional and the def2-TZVPD basis).

Geometry as XYZ:
```
100
Properties=species:S:1:pos:R:3
Te -0.278 0.925 2.367
Ru 0.226 -0.358 -0.203
Si 0.002 -0.035 4.877
Si 0.017 2.280 5.101
Si -1.969 -1.097 5.384
Si 1.983 -1.116 5.273
O 2.153 -0.920 -5.960
O -1.807 0.503 -7.932
O -0.918 -1.512 -8.329
O -0.534 0.361 -2.008
O 1.659 0.242 -7.822
C 0.014 2.413 6.961
C -0.151 -0.204 -6.330
C 2.127 0.907 -0.790
C 3.059 0.255 -8.132
C -1.408 1.081 -4.703
C 1.979 -2.829 4.549
C -0.314 1.236 -5.762
C -2.945 2.548 -3.355
C -1.067 -0.349 -4.080
C -2.287 -0.857 0.364
C -1.501 3.061 4.342
C -0.641 -1.215 -5.249
C -1.877 -1.105 7.241
C -0.446 3.053 -3.378
C -0.617 -1.853 1.630
C 2.124 -0.942 0.648
C -1.024 -0.388 -7.594
C 1.327 -0.346 -6.667
C 2.157 0.260 1.456
C -1.579 2.208 -3.772
C -3.501 -0.174 4.863
C 1.537 3.052 4.346
C -1.830 -1.002 1.691
C 2.211 -0.555 -0.762
C 1.948 -1.168 7.138
C -0.451 -2.290 0.293
C -1.540 -1.708 -0.509
C 0.106 -0.227 -3.098
C 2.073 1.379 0.557
C -1.988 -2.833 4.717
C 0.048 -2.575 -8.083
C 3.516 -0.205 4.734
H -0.590 1.922 -6.571
H 0.145 -2.831 -7.015
H 0.907 1.950 7.403
H -1.955 -0.731 -3.541
H 2.898 -3.296 4.937
H 2.247 1.517 -1.699
H -1.428 4.131 4.586
H 1.861 2.411 0.839
H 0.027 -2.189 2.446
H -2.056 -2.866 3.623
H 0.196 -3.099 -0.058
H 3.578 0.803 5.162
H -1.527 -1.756 -5.613
H -2.437 2.656 4.746
H 1.467 4.122 4.600
H -2.818 -1.588 7.543
H -3.112 -0.214 0.037
H 1.570 2.964 3.250
H 3.629 -0.142 3.647
H 4.343 -0.815 5.129
H 2.352 0.276 2.519
H 1.114 -3.425 4.869
H -1.027 -1.690 7.613
H -1.839 -0.091 7.660
H -2.292 -0.400 2.498
H -3.640 -0.117 3.778
H -4.323 -0.772 5.286
H 0.163 -1.913 -4.983
H 3.624 0.788 -7.357
H 1.113 -1.765 7.524
H -3.615 1.682 -3.441
H -3.347 3.350 -3.998
H 3.436 -0.770 -8.230
H 2.195 -1.980 0.994
H 0.030 3.495 7.161
H 3.119 0.782 -9.083
H 0.371 2.486 -2.905
H -0.350 -3.425 -8.645
H -0.028 3.593 -4.241
H 1.013 -2.267 -8.508
H -0.890 1.973 7.403
H 1.917 -0.165 7.583
H -1.119 -3.419 5.041
H -2.371 0.924 -5.211
H -2.961 2.918 -2.321
H -2.900 -3.278 5.141
H -1.838 -2.070 -1.512
H -1.524 2.968 3.239
H 0.580 -1.240 -2.901
H 2.436 -1.220 -1.606
H 2.900 -1.649 7.410
H 0.640 1.545 -5.299
H 2.033 -2.822 3.453
H -0.785 3.801 -2.653
H -3.537 0.839 5.284
H 0.929 0.449 -3.458
H 2.467 2.646 4.765
```

HOMO energy (alpha / beta)	1.57 / 0.78	eV
spin multiplicity	6
LUMO (alpha / beta)	0.136 / 0.136	hartree
orbital gap (alpha / beta)	2.14 / 2.92	eV
total charge	-2